Entry from the OMol25 dataset: 2 unconnected molecules or ions with the total composition CH2S2 (ωB97M-V with the def2-TZVPD basis set).

Each line ends with the Löwdin charge.
CARTESIAN COORDINATES (ANGSTROEM)
C: -1.61 2.13 1.28  -0.635
S: -1.87 3.62 1.30  0.670
S: -0.24 -0.49 0.15  0.420
H: -0.88 -1.62 -0.35  -0.191
H: -1.15 0.25 -0.48  -0.263

Results
Total energy (eV): -22737.31386
HOMO (eV): -9.3
Strongest force on any atom (eV Å⁻¹): 1.58
Multiplicity: 1
Energy relative to the best compared isomer or geometry (same formula, charge and spin) (kcal/mol): 42.0
HOMO-LUMO gap (eV): 9.079

=====

Entry from the OMol25 dataset: CH2S2 in the gas phase (ωB97M-V with the def2-TZVPD basis set).

Each line ends with the Löwdin charge.
CARTESIAN COORDINATES (ANGSTROEM)
C: -0.55 -0.02 0.03  -1.009
S: -1.96 -1.04 -0.01  0.478
S: -1.95 1.04 0.00  0.437
H: 0.13 0.21 0.86  0.035
H: 0.01 0.19 -0.97  0.059

Results
Total energy (eV): -22738.83747
HOMO (eV): -8.5
Strongest force on any atom (eV Å⁻¹): 3.92
Multiplicity: 1
Energy relative to the best compared isomer or geometry (same formula, charge and spin) (kcal/mol): 6.9
HOMO-LUMO gap (eV): 8.505

=====

Among the records above, which one has the highest energy relative to the best compared isomer or geometry (same formula, charge and spin)? number 1